[1]
Below is a cluster of 2 separate species, C6H11N3O in total in a non-equilibrium geometry, with properties calculated with ωB97M-V/def2-TZVPD.

Geometry as XYZ:
```
21
C6H11N3O | the OMol25 dataset | ωB97M-V/def2-TZVPD
C -2.845 -0.575 0.414
C -2.079 -1.843 0.210
O -2.284 -2.556 -0.746
N -0.864 -1.886 0.861
H -2.520 0.248 -0.190
H -2.731 -0.190 1.434
H -0.312 -2.718 0.723
H -0.575 -1.140 1.470
H -3.906 -0.708 0.209
C 1.050 2.954 1.009
C 1.704 1.693 -1.166
C 1.299 1.741 0.229
C 1.634 -0.321 -0.266
N 1.928 0.397 -1.402
N 1.112 0.458 0.650
H 1.929 2.469 -1.893
H 2.348 0.082 -2.271
H 0.043 2.871 1.462
H 0.864 3.773 0.297
H 1.785 -1.387 -0.220
H 1.755 3.225 1.794
```

Properties
Net charge: +1
E_LUMO (spin up / spin down): -0.1472 / -0.2962 hartree
Max |F|: 3.0 eV Å⁻¹
Multiplicity: 2
Relative energy (zero: lowest compared OMol25 entry of this formula, charge and spin): 0.738 eV
DFT total energy: -12909.989 eV
Orbital gap (spin up / spin down): 8.51 / 4.44 eV

***

[2]
Below is an isolated molecule of C6H11N3OS in a non-equilibrium geometry, with properties calculated with ωB97M-V/def2-TZVPD.

Geometry as XYZ:
```
22
C6H11N3OS | the OMol25 dataset | ωB97M-V/def2-TZVPD
C -0.991 -1.412 -0.354
C -1.485 -0.755 2.079
C -2.081 0.540 2.701
C -0.218 0.767 0.788
C 1.504 0.630 -0.722
C 2.063 1.276 -2.097
H -1.893 -2.089 -0.023
H -0.092 -1.944 -0.222
H -1.213 -1.050 -1.412
H -2.428 -1.424 1.880
H -0.771 -1.387 2.670
H -2.864 0.921 2.081
H -2.437 0.438 3.781
H 1.366 2.025 -2.669
H 3.092 1.712 -1.741
H 2.823 -0.599 -2.425
H 2.444 0.251 -4.057
N -0.914 -0.447 0.769
N 0.508 1.339 -0.139
N 2.201 0.087 -2.934
O 1.918 -0.507 -0.352
S -0.534 1.628 2.398
```

Properties
E_LUMO: 0.0223 hartree
Max |F|: 4.5 eV Å⁻¹
SMILES: CN1CCS/C1=N/C(=O)CN
Multiplicity: 1
Relative energy (zero: lowest compared OMol25 entry of this formula, charge and spin): 2.294 eV
DFT total energy: -23751.197 eV
Orbital gap: 9.02 eV

***

[3]
Below is the ion C6H11N4 with charge +1 in a non-equilibrium geometry, with properties calculated with ωB97M-V/def2-TZVPD.

Geometry as XYZ:
```
21
C6H11N4 | the OMol25 dataset | ωB97M-V/def2-TZVPD
C 1.810 -2.408 -1.381
C 0.973 -1.458 0.306
C 0.177 -0.482 -1.849
C -1.041 0.023 -1.077
C -0.239 -0.103 1.282
C 0.582 0.563 2.333
N 2.279 -2.959 -0.302
N 1.748 -2.362 0.777
N 0.937 -1.408 -1.052
N -0.637 0.769 0.152
H 2.062 -2.687 -2.382
H -0.160 -0.986 -2.759
H 0.814 0.361 -2.151
H -1.625 0.679 -1.725
H -1.666 -0.818 -0.771
H -1.058 -0.719 1.627
H 1.424 1.106 1.907
H 0.981 -0.197 3.000
H -0.022 1.249 2.930
H 0.160 1.386 -0.066
H -1.412 1.379 0.454
```

Properties
Net charge: +1
E_LUMO: -0.1344 hartree
Max |F|: 5.2 eV Å⁻¹
Multiplicity: 1
Relative energy (zero: lowest compared OMol25 entry of this formula, charge and spin): 2.904 eV
DFT total energy: -12351.562 eV
Orbital gap: 9.68 eV

***

[4]
Below is a cluster of 2 separate species, C6H11N4 in total in a non-equilibrium geometry, with properties calculated with ωB97M-V/def2-TZVPD.

Geometry as XYZ:
```
21
C6H11N4 | the OMol25 dataset | ωB97M-V/def2-TZVPD
C -4.428 0.627 0.491
C -4.421 -0.220 -0.526
C -3.113 0.768 0.908
C 1.575 0.045 -0.193
C 3.809 0.821 -0.668
C 3.361 -1.253 0.570
N -3.157 -0.579 -0.768
N -2.286 0.124 0.079
N 2.841 -0.167 -0.229
N 0.412 0.109 -0.036
H -5.282 1.023 1.027
H -5.245 -0.605 -1.129
H -2.886 1.446 1.689
H 3.467 1.818 -0.427
H 4.782 0.772 0.085
H 4.109 0.842 -1.746
H 2.920 -1.204 1.586
H 3.019 -2.167 0.188
H 4.418 -1.096 0.610
H -2.760 -1.267 -1.405
H -1.136 0.161 -0.105
```

Properties
Net charge: +1
E_LUMO: -0.1028 hartree
Max |F|: 3.4 eV Å⁻¹
Multiplicity: 1
Relative energy (zero: lowest compared OMol25 entry of this formula, charge and spin): 1.967 eV
DFT total energy: -12352.499 eV
Orbital gap: 10.18 eV

***

[5]
Below is the ion C6H11N4O with charge +1 in a non-equilibrium geometry, with properties calculated with ωB97M-V/def2-TZVPD.

Geometry as XYZ:
```
22
C6H11N4O | the OMol25 dataset | ωB97M-V/def2-TZVPD
C 1.202 1.147 -0.374
C -0.980 0.949 -0.154
C 1.546 -0.351 -0.272
C -2.935 -0.024 0.238
C 0.538 -1.010 0.624
C 2.329 2.051 -0.707
N 0.054 1.642 -0.401
N -2.176 1.114 0.028
N -0.745 -0.774 0.052
N -1.989 -1.254 0.539
O 0.884 -2.368 0.811
H 1.314 -0.677 -1.305
H 2.674 -0.405 -0.197
H -3.620 0.220 1.158
H -3.479 -0.191 -0.693
H 0.552 -0.570 1.677
H 1.852 3.067 -0.587
H 2.685 1.820 -1.812
H 3.192 1.965 -0.092
H -1.993 -1.632 1.432
H -2.350 -2.005 -0.105
H 1.446 -2.717 0.141
```

Properties
Net charge: +1
E_LUMO: -0.1436 hartree
Max |F|: 5.8 eV Å⁻¹
SMILES: CC1=NC2=NC[NH2+]N2[C@@H](O)C1
Multiplicity: 1
Relative energy (zero: lowest compared OMol25 entry of this formula, charge and spin): 2.793 eV
DFT total energy: -14398.222 eV
Orbital gap: 9.93 eV

***

[6]
Below is the ion C6H11N4O2 with charge +1 in a non-equilibrium geometry, with properties calculated with ωB97M-V/def2-TZVPD.

Geometry as XYZ:
```
23
C6H11N4O2 | the OMol25 dataset | ωB97M-V/def2-TZVPD
C -1.787 -1.308 -0.273
C 1.047 0.968 0.023
C 2.653 -0.680 0.128
C -1.081 0.354 1.121
C 3.726 -0.042 -0.752
C -3.155 0.667 -0.298
N -0.257 1.224 0.458
N 1.535 -0.215 0.574
N -2.138 -0.213 0.240
N -1.590 -2.471 -0.424
O 1.539 1.741 -0.744
O 2.982 -1.813 0.583
H -0.608 -0.407 1.641
H -1.599 0.779 1.875
H 4.691 -0.554 -0.807
H 4.005 1.005 -0.278
H 3.299 -0.023 -1.712
H -3.943 0.189 -0.749
H -3.478 1.491 0.490
H -2.889 1.289 -1.253
H -0.713 2.041 0.118
H 2.482 -2.354 1.189
H -1.045 -3.030 -1.066
```

Properties
Net charge: +1
E_LUMO: -0.1417 hartree
Max |F|: 4.8 eV Å⁻¹
SMILES: C/C(O)=N\C(=O)NCN(C)C#[NH+]
Multiplicity: 1
Relative energy (zero: lowest compared OMol25 entry of this formula, charge and spin): 2.126 eV
DFT total energy: -16447.052 eV
Orbital gap: 9.35 eV

***

[7]
Below is a cluster of 2 separate species, C6H11N5 in total in a non-equilibrium geometry, with properties calculated with ωB97M-V/def2-TZVPD.

Geometry as XYZ:
```
22
C6H11N5 | the OMol25 dataset | ωB97M-V/def2-TZVPD
C -2.913 -0.649 0.804
C -2.791 0.597 0.245
C 0.493 -0.638 -0.353
C 2.912 0.723 0.444
C -0.856 -0.428 0.024
C -1.018 1.884 -0.896
N -1.718 -1.265 0.656
N 3.510 1.564 0.961
N 2.467 -1.792 -0.545
N 1.188 -1.738 -0.242
N -1.531 0.720 -0.227
H -3.759 -1.109 1.279
H -3.528 1.375 0.163
H 1.025 0.230 -0.729
H -0.148 2.281 -0.372
H -0.741 1.651 -1.926
H -1.785 2.655 -0.916
H 4.040 2.283 1.410
H -1.530 -2.200 0.996
H 2.957 -0.872 -0.425
H 2.977 -2.653 -0.396
H 0.749 -2.620 0.045
```

Properties
Net charge: +2
E_LUMO (spin up / spin down): -0.3319 / -0.3319 hartree
Max |F|: 1.4 eV Å⁻¹
Multiplicity: 1
Relative energy (zero: lowest compared OMol25 entry of this formula, charge and spin): 2.335 eV
DFT total energy: -13832.093 eV
Orbital gap (spin up / spin down): 7.84 / 7.84 eV

***

[8]
Below is a structure of composition C6H11N5PY in a non-equilibrium geometry, with properties calculated with ωB97M-V/def2-TZVPD.

Geometry as XYZ:
```
24
C6H11N5PY | the OMol25 dataset | ωB97M-V/def2-TZVPD
C -0.326 0.200 -2.313
C -1.213 1.333 -2.216
C -0.458 2.536 -2.332
C 0.877 2.159 -2.644
C 0.982 0.720 -2.592
Y 1.299 -1.320 0.321
P -0.134 -3.175 -0.769
H -0.553 -0.887 -2.267
H -2.265 1.192 -2.002
H -0.841 3.539 -2.089
H 1.849 0.073 -2.854
H 1.706 2.848 -2.732
H 0.833 -3.977 -1.466
H -1.266 -3.328 -1.629
H -0.451 -3.992 0.375
N 1.441 0.699 3.786
N 0.297 0.675 2.994
N -0.928 0.245 3.545
C -1.470 -0.403 2.555
N -0.657 -0.695 1.509
N 0.535 -0.053 1.927
H 1.998 1.454 3.433
H 1.242 0.852 4.776
H -2.496 -0.694 2.685
```

Properties
E_LUMO (spin up / spin down): -0.0422 / -0.0371 hartree
Max |F|: 3.2 eV Å⁻¹
Multiplicity: 1
Relative energy (zero: lowest compared OMol25 entry of this formula, charge and spin): 2.284 eV
DFT total energy: -24173.961 eV
Orbital gap (spin up / spin down): 5.05 / 5.11 eV

***

[9]
Below is a structure of composition C6H11NO in a non-equilibrium geometry, with properties calculated with ωB97M-V/def2-TZVPD.

Geometry as XYZ:
```
19
C6H11NO | the OMol25 dataset | ωB97M-V/def2-TZVPD
C 0.782 -1.167 -1.434
C 0.253 -1.366 1.700
C 0.748 1.084 -0.110
C -0.687 0.534 0.316
N -1.763 1.368 -0.051
C 0.622 0.306 -1.231
C -0.823 -0.449 1.230
O 0.809 2.449 -0.231
H 1.098 2.687 -1.127
H -2.546 1.298 0.585
H -1.489 2.338 -0.144
H 0.697 0.856 -2.177
H -1.775 -0.520 1.745
H 1.543 -1.601 -0.791
H 1.080 -1.334 -2.472
H -0.167 -1.683 -1.304
H 1.236 -0.966 1.446
H 0.209 -1.467 2.786
H 0.177 -2.366 1.265
```

Properties
E_LUMO: 0.0261 hartree
Max |F|: 3.7 eV Å⁻¹
Multiplicity: 1
Relative energy (zero: lowest compared OMol25 entry of this formula, charge and spin): 4.126 eV
DFT total energy: -9934.329 eV
Orbital gap: 7.97 eV

***

[10]
Below is a structure of composition C6H11NO in a non-equilibrium geometry, with properties calculated with ωB97M-V/def2-TZVPD.

Geometry as XYZ:
```
19
C6H11NO | the OMol25 dataset | ωB97M-V/def2-TZVPD
C -1.586 -1.489 -0.079
C -1.419 1.775 0.323
C 0.909 -0.772 0.043
C -0.421 -0.558 -0.172
N 1.683 -1.926 0.062
C 1.375 0.593 0.215
C -0.416 0.888 -0.378
O 2.544 0.944 -0.459
H 2.826 1.819 -0.173
H 2.677 -1.745 0.072
H 1.435 -2.615 -0.633
H 1.298 1.031 1.209
H -0.162 1.233 -1.376
H -2.466 -0.975 0.313
H -1.861 -1.899 -1.056
H -1.369 -2.326 0.587
H -1.563 1.467 1.360
H -1.091 2.816 0.318
H -2.391 1.738 -0.177
```

Properties
E_LUMO: 0.0295 hartree
Max |F|: 2.3 eV Å⁻¹
Multiplicity: 1
Relative energy (zero: lowest compared OMol25 entry of this formula, charge and spin): 2.424 eV
DFT total energy: -9936.030 eV
Orbital gap: 8.44 eV